The following is a DFT calculation (ωB97M-V with the def2-TZVPD basis set) of a cluster of 4 separate species, C14H33BO6P in total.

The geometry in XYZ format:
```
55
Properties=species:S:1:pos:R:3
P 2.164 2.188 -1.619
O -4.388 1.165 -4.997
H 3.556 0.127 -1.313
O -5.327 0.271 -6.767
C 2.268 0.861 3.838
C 4.699 1.120 5.967
C -2.747 -3.119 2.023
H -4.039 2.150 -3.291
H -0.852 -3.911 1.344
H 4.914 0.987 3.813
H 4.159 2.066 5.974
C -1.863 -3.755 0.969
H 0.057 1.461 -0.221
H -3.943 -1.724 -5.208
C -0.225 -1.399 0.700
H 0.509 0.497 -2.363
H 0.991 3.026 0.580
C 2.600 2.327 3.701
C -1.012 -1.939 -0.456
O -1.845 -3.016 -0.252
C -4.902 -1.252 -4.994
H 2.063 2.714 2.836
H -3.757 -2.987 1.634
H -0.852 -0.712 1.269
H 0.614 -0.806 0.345
C -4.020 1.108 -3.601
B 1.160 1.921 0.064
H 3.659 2.531 3.566
C 3.720 1.209 -1.350
H 4.322 0.502 6.783
H 4.125 1.513 -0.382
H 2.025 0.319 -3.254
H -2.414 0.536 -2.301
H -1.888 1.044 -3.900
H -2.617 -0.548 -3.660
H 0.139 -2.176 1.368
H -2.795 -3.758 2.907
O 1.209 0.405 3.527
H -5.689 -1.842 -5.453
H -2.257 -4.731 0.683
H -2.362 -2.147 2.327
C 4.529 0.397 4.645
H 2.260 2.826 4.610
C -4.907 0.111 -5.650
C 1.323 1.047 -2.837
H -4.802 0.590 -3.042
H 4.465 1.421 -2.119
H 0.920 1.624 -3.671
O -1.010 -1.465 -1.556
H 1.735 1.168 0.851
H -5.025 -1.234 -3.915
O 3.178 0.008 4.405
C -2.662 0.497 -3.361
H 5.082 -0.542 4.655
H 5.755 1.328 6.148
```

Calculated values
- Total charge: -1
- Molecular weight: 339.2 g mol⁻¹
- LUMO energy: 2.67 eV
- Gap between HOMO and LUMO: 5.9 eV
- Highest occupied orbital energy: -3.2 eV

***

The following is a DFT calculation (ωB97M-V with the def2-TZVPD basis set) of a cluster of 2 separate species, C3H9OS in total.

The geometry in XYZ format:
```
14
Properties=species:S:1:pos:R:3
H 1.385 0.177 1.899
S -1.624 1.074 0.955
H 0.539 -1.769 1.430
C 1.126 0.173 0.826
C 0.663 -1.280 0.471
H 2.113 0.393 0.406
H 0.059 1.296 -0.632
H -0.288 -1.180 -0.037
H -2.600 -0.053 -1.621
H -1.328 -0.626 -2.375
H 0.503 2.218 0.829
O -2.036 0.051 -2.404
C 0.113 1.266 0.466
H 1.374 -1.740 -0.213
```

Calculated values
- Total charge: -1
- Molecular weight: 93.2 g mol⁻¹
- LUMO energy: 4.10 eV
- Gap between HOMO and LUMO: 6.4 eV
- Highest occupied orbital energy: -2.3 eV

***

The following is a DFT calculation (ωB97M-V with the def2-TZVPD basis set) of the molecule C4H6O2.

The geometry in XYZ format:
```
12
Properties=species:S:1:pos:R:3
O -0.023 1.555 0.908
C -1.073 -0.121 -0.515
H -1.990 -0.573 -0.779
H 0.420 -1.767 -0.387
C 1.117 0.457 0.831
C -1.036 0.900 0.165
C 0.135 -0.851 -0.864
H 1.049 -0.473 1.536
H 1.976 0.836 1.378
H -1.970 1.293 0.322
O 1.214 -0.058 -0.618
H 0.183 -1.198 -1.978
```

Calculated values
- SMILES: C1=COCOC1
- Molecular weight: 86.1 g mol⁻¹
- LUMO energy: 0.97 eV
- Gap between HOMO and LUMO: 10.4 eV
- Highest occupied orbital energy: -9.4 eV

***

The following is a DFT calculation (ωB97M-V with the def2-TZVPD basis set) of a structure of composition C3H5NiO4.

The geometry in XYZ format:
```
13
Properties=species:S:1:pos:R:3
O 0.802 -1.671 -1.314
Ni -0.860 -0.362 -2.257
H -2.616 1.135 -1.337
H 1.583 0.530 2.032
H 1.735 1.300 0.429
O -0.129 -1.223 0.607
H -0.510 1.289 0.672
C -0.201 0.237 0.732
O 1.914 -0.728 0.381
H -1.669 0.311 0.507
O -2.314 0.224 -1.324
C 1.311 0.450 0.977
C 0.953 -1.492 -0.107
```

Calculated values
- Total charge: +1
- 2S+1: 3
- Molecular weight: 163.8 g mol⁻¹
- LUMO energy (spin up / spin down): -7.01 / -7.10 eV
- Gap between HOMO and LUMO (spin up / spin down): 7.2 / 6.3 eV
- Highest occupied orbital energy (spin up / spin down): -14.2 / -13.4 eV

***

The following is a DFT calculation (ωB97M-V with the def2-TZVPD basis set) of a structure of composition C13H12NO6S4Ti.

The geometry in XYZ format:
```
37
Properties=species:S:1:pos:R:3
S -1.398 1.286 4.769
N 0.913 -0.896 1.687
O 0.585 0.185 -1.271
Ti -0.679 -0.070 0.585
H 1.692 1.424 -2.933
H 1.553 -3.292 0.737
C -0.236 -2.240 3.416
H -3.749 -0.447 -0.581
H -0.532 -1.328 3.924
O -1.151 -1.648 -0.194
S 0.196 2.105 0.825
H 1.242 -0.262 2.416
S -2.358 0.403 2.076
H 0.890 -5.483 1.645
C -0.610 -3.477 3.927
C 0.084 0.930 -2.098
O -2.519 -2.880 -1.517
H -1.604 2.241 -2.165
C 0.026 2.313 5.122
C 0.950 -3.349 1.636
C 0.531 -2.197 2.273
H 1.701 -1.049 1.057
C -1.208 1.315 3.039
C -1.403 1.171 -2.167
C -2.929 -0.537 -1.290
O 0.346 2.631 6.221
O 0.737 1.611 -3.005
O -2.023 0.571 -1.030
C -2.205 -1.843 -1.043
H -3.315 -0.512 -2.305
S 0.876 2.848 3.640
C 0.570 -4.578 2.144
H -1.210 -3.521 4.827
C -0.215 -4.644 3.291
H -1.789 0.744 -3.093
H -0.510 -5.604 3.690
C -0.179 2.024 2.528
```

Calculated values
- Total charge: +1
- Molecular weight: 454.4 g mol⁻¹
- LUMO energy: -4.59 eV
- Gap between HOMO and LUMO: 6.8 eV
- Highest occupied orbital energy: -11.3 eV

***

The following is a DFT calculation (ωB97M-V with the def2-TZVPD basis set) of a cluster of 2 separate species, C4H12NO2 in total.

The geometry in XYZ format:
```
19
Properties=species:S:1:pos:R:3
C 1.395 -0.947 -0.182
C -1.322 -1.289 0.437
H -0.999 -1.889 -0.404
C -0.761 0.062 0.254
H 0.839 -1.046 -1.045
H 1.517 1.387 -1.059
N 0.698 0.187 0.471
H 1.770 1.960 0.586
O -1.423 1.091 0.801
H 0.331 2.143 -0.168
H -1.442 0.780 -1.882
H -0.902 -1.638 1.340
H 0.663 0.304 1.559
H 2.388 -0.661 -0.492
O -0.679 0.276 -1.662
H -2.419 -1.288 0.336
C 1.093 1.465 -0.073
H 1.614 -1.741 0.419
H -2.361 0.841 0.763
```

Calculated values
- Total charge: +1
- Molecular weight: 106.1 g mol⁻¹
- LUMO energy: -3.61 eV
- Gap between HOMO and LUMO: 11.1 eV
- Highest occupied orbital energy: -14.7 eV

***

The following is a DFT calculation (ωB97M-V with the def2-TZVPD basis set) of a cluster of 2 separate species, C4H13BN2O3 in total.

The geometry in XYZ format:
```
23
Properties=species:S:1:pos:R:3
H 2.621 -0.606 1.183
O -2.070 -0.925 -0.551
H -1.252 -1.421 -0.190
H 0.487 -0.380 -1.846
C -1.646 -0.319 -1.623
C -0.448 -0.937 -2.274
H -0.525 -0.824 -3.285
B -0.401 1.578 -0.029
H 0.057 2.341 -1.960
O 0.277 -1.564 0.999
N -0.642 2.162 -1.253
H 1.635 0.594 0.038
H 0.109 0.264 2.266
C 0.693 -0.190 1.461
O -1.365 1.582 0.966
N 0.677 0.648 0.315
H -0.212 -1.745 1.810
H -0.280 -2.029 -1.936
H 2.267 0.650 2.375
H -2.121 0.486 -2.189
H 2.135 -1.059 2.905
H -2.111 2.045 0.803
C 2.116 -0.350 2.015
```

Calculated values
- Molecular weight: 148.0 g mol⁻¹
- LUMO energy (spin up / spin down): -0.32 / -0.32 eV
- Gap between HOMO and LUMO (spin up / spin down): 7.3 / 7.3 eV
- Highest occupied orbital energy (spin up / spin down): -7.6 / -7.6 eV